Below is C23H37Br2I2N3PRu as an isolated structure in a non-equilibrium geometry, with properties calculated with ωB97M-V/def2-TZVPD.

Geometry (Å):
1 Ru -0.090 -0.245 -0.159
2 Br 1.183 2.276 -1.173
3 C 1.646 2.731 0.654
4 Br 1.507 1.104 1.706
5 H 0.945 3.472 1.039
6 H 2.672 3.097 0.685
7 I -2.477 2.266 -2.065
8 C -2.337 2.066 0.038
9 C -3.000 3.005 0.822
10 C -2.973 2.873 2.200
11 C -2.327 1.767 2.748
12 C -1.704 0.878 1.895
13 N -1.658 1.036 0.559
14 H -3.537 3.814 0.351
15 H -3.469 3.593 2.832
16 H -2.317 1.591 3.812
17 H -1.218 -0.012 2.299
18 I -2.191 -2.493 0.376
19 C -1.980 -1.963 -1.676
20 C -2.651 -2.604 -2.701
21 C -2.372 -2.206 -4.005
22 C -1.448 -1.193 -4.222
23 C -0.831 -0.606 -3.128
24 N -1.095 -0.986 -1.876
25 H -3.368 -3.384 -2.490
26 H -2.860 -2.694 -4.838
27 H -1.200 -0.858 -5.218
28 H -0.097 0.184 -3.249
29 C 3.631 -4.568 1.068
30 C 2.876 -3.271 1.223
31 C 1.467 -3.428 1.771
32 C 3.634 -2.298 2.102
33 P 2.564 -2.484 -0.592
34 N 1.385 -1.464 -0.494
35 C 2.056 -3.871 -1.907
36 C 0.976 -4.730 -1.264
37 C 3.229 -4.725 -2.330
38 C 1.438 -3.145 -3.099
39 C 4.170 -1.470 -1.180
40 C 3.903 -1.154 -2.641
41 C 4.162 -0.183 -0.378
42 C 5.438 -2.260 -0.980
43 H 3.911 -4.923 2.061
44 H 4.563 -4.441 0.520
45 H 3.041 -5.358 0.613
46 H 1.532 -3.865 2.769
47 H 0.838 -4.083 1.175
48 H 0.977 -2.451 1.858
49 H 3.631 -2.702 3.116
50 H 3.136 -1.331 2.154
51 H 4.678 -2.183 1.824
52 H 1.340 -5.331 -0.437
53 H 0.621 -5.436 -2.013
54 H 0.124 -4.130 -0.944
55 H 3.664 -5.290 -1.512
56 H 4.006 -4.161 -2.839
57 H 2.853 -5.457 -3.048
58 H 0.862 -2.284 -2.770
59 H 0.759 -3.828 -3.608
60 H 2.171 -2.820 -3.827
61 H 2.898 -0.758 -2.784
62 H 4.067 -2.006 -3.292
63 H 4.601 -0.378 -2.959
64 H 3.255 0.376 -0.598
65 H 5.019 0.422 -0.673
66 H 4.243 -0.342 0.691
67 H 5.442 -3.208 -1.512
68 H 5.671 -2.423 0.069
69 H 6.267 -1.675 -1.388

Cartesian forces (eV/Å) of the 2 atoms listed first:
1.1 -0.8 -0.3
0.1 0.2 0.1

Summary:
- <S²>: 6.030
- HOMO-LUMO gap (spin up / spin down): 7.29 / 6.02 eV
- Highest occupied orbital energy (spin up / spin down): -17.3 / -17.3 eV
- E: -197050.833 eV
- Net charge: +3
- Energy above the lowest of the compared OMol25 structures with the same formula, charge and spin: 0.7631 eV
- 2S+1: 5


Below is C23H37Cl2N6O3PdS as an isolated structure in a non-equilibrium geometry, with properties calculated with ωB97M-V/def2-TZVPD.

Geometry (Å):
1 Pd 0.544 0.400 -0.779
2 C -2.587 -3.480 2.467
3 N -2.393 -3.592 1.031
4 C -2.185 -4.915 0.503
5 C -1.202 -4.746 -0.686
6 N -0.606 -3.487 -0.380
7 C 0.126 -2.764 -1.407
8 C -1.548 -2.727 0.335
9 N -1.551 -1.462 0.307
10 C -2.617 -0.795 1.036
11 C -2.891 0.581 0.449
12 N -2.043 1.526 1.164
13 C -1.509 2.522 0.584
14 N -0.460 3.226 1.157
15 C 0.410 2.488 2.061
16 C 0.246 3.954 0.134
17 C -0.895 4.269 -0.829
18 N -1.802 3.133 -0.621
19 C -3.108 3.190 -1.139
20 H -2.282 -4.396 2.954
21 H -3.639 -3.330 2.721
22 H -1.965 -2.714 2.910
23 H -3.088 -5.375 0.223
24 H -1.760 -5.550 1.275
25 H -1.825 -4.732 -1.598
26 H -0.472 -5.518 -0.791
27 H 0.529 -3.415 -2.170
28 H 1.003 -2.218 -0.996
29 H -0.526 -2.076 -1.936
30 H -2.268 -0.685 2.036
31 H -3.501 -1.445 1.125
32 H -3.956 0.815 0.599
33 H -2.654 0.526 -0.624
34 H -0.191 2.098 2.891
35 H 1.179 3.167 2.431
36 H 0.983 1.736 1.536
37 H 1.002 3.334 -0.371
38 H 0.685 4.831 0.529
39 H -0.547 4.326 -1.862
40 H -1.455 5.204 -0.508
41 H -3.074 2.962 -2.204
42 H -3.558 4.209 -1.100
43 H -3.740 2.448 -0.625
44 Cl 4.233 0.786 6.171
45 C 3.457 0.255 4.690
46 C 2.099 -0.047 4.647
47 C 1.423 -0.297 3.475
48 Cl -0.331 -0.506 3.690
49 C 2.068 -0.387 2.200
50 O 1.442 -0.675 1.166
51 C 3.456 -0.064 2.266
52 C 4.363 -0.298 1.163
53 O 4.063 -0.814 0.099
54 C 4.110 0.274 3.486
55 H 1.524 -0.129 5.534
56 H 5.399 0.094 1.300
57 H 5.168 0.462 3.506
58 C -1.321 0.403 -4.070
59 C 0.186 0.286 -3.998
60 S 0.785 1.321 -2.647
61 O 0.273 2.656 -3.140
62 C 2.638 1.267 -3.103
63 C 3.388 -0.027 -2.748
64 H -1.713 -0.121 -4.956
65 H -1.593 1.461 -4.212
66 H -1.695 -0.021 -3.102
67 H 0.744 0.664 -4.870
68 H 0.495 -0.738 -3.831
69 H 3.045 2.095 -2.504
70 H 2.757 1.573 -4.160
71 H 3.323 -0.219 -1.653
72 H 4.427 0.153 -3.025
73 H 2.977 -0.930 -3.207

Cartesian forces (eV/Å) of the 2 atoms listed first:
-0.1 -0.5 1.0
-0.2 0.0 -0.1

Summary:
- HOMO-LUMO gap: 6.81 eV
- Highest occupied orbital energy: -4.1 eV
- E: -78894.199 eV
- Net charge: -1


- net charge of number 1 (C23H37Br2I2N3PRu)?
  +3